{"formula": "C40H38F42NO7Si", "method": "ωB97M-V/def2-TZVPD", "elements": ["C", "C", "C", "N", "C", "O", "O", "C", "F", "F", "C", "C", "Si", "C", "C", "C", "C", "C", "C", "C", "C", "H", "H", "H", "H", "H", "H", "H", "H", "H", "H", "H", "H", "H", "H", "H", "H", "H", "H", "C", "C", "C", "F", "F", "F", "F", "O", "C", "C", "F", "F", "F", "F", "H", "H", "H", "H", "C", "C", "C", "F", "F", "F", "F", "O", "C", "C", "F", "F", "F", "F", "H", "H", "H", "H", "C", "C", "C", "F", "F", "F", "F", "O", "C", "C", "F", "F", "F", "F", "H", "H", "H", "H", "C", "C", "C", "F", "F", "F", "F", "O", "C", "C", "F", "F", "F", "F", "H", "H", "H", "H", "C", "C", "C", "F", "F", "F", "F", "O", "C", "C", "F", "F", "F", "F", "H", "H", "H", "H"], "positions_angstrom": [[-1.39969, -2.92006, 5.83801], [-1.36121, -3.92610, 4.82642], [-1.71922, -4.92634, 3.54083], [-2.69834, -5.97375, 4.10013], [-0.36809, -5.74532, 3.10615], [-0.34243, -6.47140, 1.95494], [0.88955, -5.82077, 3.91060], [-2.50164, -4.16800, 2.31653], [-3.71710, -3.52138, 2.91896], [-3.03774, -5.25870, 1.41965], [-1.60092, -3.08529, 1.47742], [-1.30211, -1.67386, 2.27142], [0.59141, -1.29169, 2.32944], [1.70171, -2.89632, 2.47506], [1.22093, -0.32554, 0.74628], [1.11620, -0.17472, 3.84322], [0.62852, 1.39420, 3.81542], [1.07571, 2.38021, 5.05603], [1.98593, 1.76358, 6.28321], [2.48024, 0.19571, 6.31937], [2.03495, -0.81242, 5.08184], [-1.69862, -2.06384, 6.61455], [-2.22751, -6.90936, 4.03587], [-2.91224, -5.74936, 5.09792], [-2.22871, -2.82348, 0.49627], [-0.62157, -3.60364, 1.09533], [-1.83136, -1.62180, 3.32218], [-1.78778, -0.80945, 1.60648], [1.49496, -3.67844, 1.62711], [2.81854, -2.52491, 2.31654], [1.62918, -3.34138, 3.56353], [0.60824, 0.68488, 0.71827], [1.10646, -0.95104, -0.24388], [2.34418, -0.02481, 0.97761], [-0.00065, 1.80748, 2.88879], [0.73865, 3.52339, 5.03909], [2.32065, 2.44608, 7.20240], [3.15913, -0.27848, 7.16776], [2.37733, -1.94838, 5.11941], [-5.75036, 0.06205, 4.25826], [-4.91894, 1.18189, 3.61525], [-3.40477, 1.05266, 3.79173], [-3.02244, 1.01710, 5.08419], [-2.77216, 2.12550, 3.23503], [-5.37542, 2.38260, 4.05807], [-5.18921, 1.16147, 2.26961], [-6.26609, 0.32004, 5.56884], [-5.34604, 0.11347, 6.63879], [-4.93006, 1.41711, 7.33611], [-4.45326, 2.33371, 6.45716], [-3.93872, 1.19343, 8.23894], [-4.29249, -0.60309, 6.17569], [-5.98192, -0.69587, 7.52890], [-6.64611, -0.05475, 3.63585], [-5.25080, -0.91348, 4.20231], [-3.02746, 0.15821, 3.29017], [-5.77721, 1.86551, 7.86007], [4.71848, 6.64058, 2.16717], [3.82747, 6.38979, 3.39272], [3.78546, 4.94095, 3.88225], [3.35614, 4.07546, 2.94177], [2.92304, 4.82324, 4.93270], [2.58201, 6.87101, 3.14084], [4.31963, 7.16485, 4.41314], [4.06898, 6.63063, 0.89117], [3.83851, 5.33852, 0.33324], [2.35072, 4.96088, 0.28183], [1.75447, 5.07843, 1.49456], [2.18788, 3.66839, -0.10660], [4.59542, 4.43376, 1.00136], [4.34119, 5.38088, -0.93055], [5.09969, 7.66446, 2.26600], [5.61893, 6.01327, 2.17034], [4.76869, 4.61788, 4.23280], [1.81084, 5.60105, -0.41957], [-0.33025, 1.82563, -3.79527], [0.06700, 0.75435, -2.76897], [0.16797, -0.66955, -3.31929], [-0.98165, -1.10793, -3.87074], [0.46788, -1.54279, -2.31500], [-0.77769, 0.82349, -1.70694], [1.30037, 1.10471, -2.27881], [-1.72022, 2.16261, -3.86292], [-2.52788, 1.27216, -4.63019], [-3.51135, 0.46094, -3.77375], [-2.88465, -0.19843, -2.76750], [-4.14565, -0.48225, -4.51938], [-1.71844, 0.49598, -5.39193], [-3.22115, 2.05273, -5.50298], [0.15586, 2.75570, -3.47574], [0.08914, 1.62690, -4.78973], [0.96463, -0.74576, -4.06327], [-4.26693, 1.11149, -3.32751], [-2.71540, 0.98255, -10.94499], [-4.02187, 1.39189, -11.64094], [-4.11739, 2.86805, -12.03130], [-3.99188, 3.70379, -10.98074], [-5.33574, 3.13098, -12.58588], [-5.07328, 1.00702, -10.87115], [-4.11674, 0.64578, -12.78921], [-2.73137, 0.96520, -9.51335], [-2.55070, 2.23274, -8.88515], [-3.81302, 2.73619, -8.16971], [-4.89117, 2.75254, -8.99274], [-3.64668, 4.00938, -7.72335], [-2.07195, 3.10937, -9.80178], [-1.55085, 2.06234, -7.97801], [-2.53044, -0.06220, -11.22374], [-1.84609, 1.52662, -11.33567], [-3.36032, 3.12547, -12.77599], [-4.05494, 2.10113, -7.31447], [5.25668, -5.81634, 0.09329], [6.61913, -6.09136, -0.56006], [7.76648, -5.20465, -0.07235], [7.53662, -3.88927, -0.25896], [8.90996, -5.49418, -0.75770], [6.48174, -6.03703, -1.91074], [6.94486, -7.39456, -0.27763], [4.37270, -4.94043, -0.61488], [4.62413, -3.54746, -0.44064], [5.14766, -2.86570, -1.71338], [6.23893, -3.49602, -2.21526], [5.52208, -1.58331, -1.46200], [5.44227, -3.38235, 0.62767], [3.43342, -2.99336, -0.08449], [4.72420, -6.77522, 0.11403], [5.34971, -5.53362, 1.14958], [7.97135, -5.37754, 0.98696], [4.38122, -2.85357, -2.49164]], "homo_lumo_gap_ev": 6.2, "charge": -1}

=====

{"formula": "C40H38GeI2IrN4SSi", "method": "ωB97M-V/def2-TZVPD", "elements": ["Ir", "N", "C", "C", "C", "C", "C", "C", "S", "N", "C", "C", "C", "C", "C", "C", "N", "H", "H", "H", "H", "H", "H", "H", "H", "H", "I", "I", "C", "Ge", "C", "C", "C", "C", "C", "C", "C", "C", "C", "C", "C", "C", "C", "C", "C", "C", "C", "C", "H", "H", "H", "H", "H", "H", "H", "H", "H", "H", "H", "H", "H", "H", "H", "C", "Si", "C", "C", "N", "C", "C", "C", "C", "C", "C", "H", "H", "H", "H", "H", "H", "H", "H", "H", "H", "H", "H", "H", "H"], "positions_angstrom": [[-0.04632, -0.64842, -0.57369], [0.87347, -3.09479, 3.01486], [0.66527, -2.23869, 4.11618], [0.30911, -2.73675, 5.36067], [0.14431, -1.86350, 6.42680], [0.29784, -0.49932, 6.24630], [0.61616, 0.00059, 4.99103], [0.82349, -0.87059, 3.93155], [1.31283, -0.31020, 2.33716], [0.50930, -1.47604, 1.36566], [0.47786, -2.70130, 1.75061], [0.00923, -3.76636, 0.81885], [0.22584, -5.11811, 1.06051], [-0.26724, -6.03352, 0.14086], [-0.94782, -5.57652, -0.97046], [-1.07757, -4.20552, -1.14957], [-0.60450, -3.33244, -0.27739], [0.71523, -4.06772, 3.21994], [0.17328, -3.80327, 5.49914], [-0.11357, -2.25707, 7.40117], [0.16132, 0.17896, 7.07806], [0.72316, 1.06546, 4.82779], [0.80233, -5.47659, 1.90278], [-0.10198, -7.09214, 0.29253], [-1.34605, -6.25878, -1.70901], [-1.55137, -3.78155, -2.02938], [-0.77286, -0.31735, -3.09090], [-1.70422, 0.16824, -6.56227], [-1.18355, 0.58475, -0.32189], [-1.92708, 2.37818, -0.62402], [-0.77015, 3.35002, -1.83003], [-0.90352, 3.18529, -3.21081], [-0.02017, 3.80093, -4.08383], [1.00133, 4.59720, -3.58434], [1.14300, 4.77431, -2.21413], [0.26196, 4.15005, -1.34163], [-3.68804, 2.08570, -1.38493], [-4.37977, 0.90782, -1.10879], [-5.62543, 0.67226, -1.66969], [-6.19398, 1.61226, -2.51816], [-5.51346, 2.78604, -2.80518], [-4.26690, 3.01886, -2.24156], [-1.98143, 3.21672, 1.14376], [-1.75115, 2.46958, 2.29818], [-1.83893, 3.05605, 3.55447], [-2.14010, 4.40473, 3.67400], [-2.36130, 5.16386, 2.53272], [-2.28719, 4.57016, 1.28132], [-1.67337, 2.54013, -3.61920], [-0.11835, 3.62661, -5.14790], [1.70068, 5.06688, -4.26536], [1.94880, 5.38450, -1.82445], [0.38828, 4.28027, -0.27162], [-3.92775, 0.15140, -0.47618], [-6.14468, -0.25508, -1.46247], [-7.15852, 1.42060, -2.97147], [-5.94299, 3.51126, -3.48464], [-3.73076, 3.92715, -2.49548], [-1.50838, 1.41442, 2.21971], [-1.68303, 2.45474, 4.44150], [-2.20701, 4.86379, 4.65277], [-2.59795, 6.21726, 2.61841], [-2.46788, 5.17455, 0.39848], [4.77918, -0.41988, -1.53564], [3.01673, 0.23408, -1.37856], [2.59536, 1.15609, -2.94682], [3.00725, 1.52428, -0.00095], [1.96335, -1.08716, -1.03541], [2.40311, -2.40527, -0.92751], [2.06809, -3.36980, -1.89004], [2.48619, -4.68479, -1.76964], [3.25436, -5.09225, -0.68406], [3.59859, -4.15428, 0.28162], [3.17861, -2.83703, 0.16215], [5.43358, 0.37057, -1.91289], [4.82518, -1.25657, -2.23745], [5.18352, -0.76779, -0.58249], [3.38351, 1.88337, -3.16964], [1.65464, 1.70086, -2.85030], [2.48589, 0.48817, -3.80316], [3.57617, 2.40524, -0.31472], [3.44865, 1.14755, 0.92559], [1.98418, 1.84845, 0.21078], [1.47271, -3.05607, -2.74071], [2.21996, -5.39845, -2.54132], [3.58727, -6.11959, -0.59822], [4.19871, -4.44840, 1.13595], [3.43743, -2.11130, 0.92606]], "homo_lumo_gap_ev": 4.8, "charge": -1, "de_lowest_kcal_mol": 23.41}

=====

{"formula": "C40H38N7O8P2S2Tl", "method": "ωB97M-V/def2-TZVPD", "elements": ["Tl", "C", "C", "C", "C", "C", "C", "N", "C", "C", "C", "C", "C", "C", "N", "N", "C", "C", "C", "C", "C", "N", "H", "H", "H", "H", "H", "H", "H", "H", "H", "H", "H", "H", "H", "O", "P", "O", "O", "O", "P", "O", "O", "O", "H", "H", "C", "N", "C", "C", "N", "C", "S", "C", "C", "C", "C", "C", "N", "H", "H", "H", "H", "H", "H", "H", "H", "H", "O", "S", "C", "C", "C", "C", "C", "C", "C", "C", "C", "C", "C", "C", "C", "C", "H", "H", "H", "H", "H", "H", "H", "H", "H", "H", "H", "H", "H", "H"], "positions_angstrom": [[-0.18927, -0.58696, 0.35205], [-5.34095, 3.36985, 1.05138], [-4.28333, 3.93267, 0.34766], [-2.97338, 3.68455, 0.72252], [-2.67599, 2.84584, 1.81115], [-3.75561, 2.27517, 2.50398], [-5.06323, 2.53944, 2.13087], [-1.39087, 2.48170, 2.15712], [-0.42550, 3.34130, 2.34937], [-0.64189, 4.77350, 2.45737], [0.36132, 5.63988, 2.74915], [1.68814, 5.18000, 2.96833], [1.94142, 3.84193, 2.91883], [0.94018, 2.88976, 2.58395], [1.22496, 1.56556, 2.42817], [2.37961, 1.21251, 2.80119], [2.72502, -0.13044, 2.64433], [4.04212, -0.43726, 3.01727], [4.47209, -1.74674, 2.98293], [3.58698, -2.73853, 2.58964], [2.31401, -2.35663, 2.19535], [1.88752, -1.09338, 2.21354], [-6.36399, 3.56908, 0.75467], [-4.48250, 4.56293, -0.51229], [-2.15484, 4.10139, 0.14786], [-3.53655, 1.61190, 3.33159], [-5.87823, 2.08225, 2.68183], [-1.64981, 5.13536, 2.30690], [0.15395, 6.70385, 2.81148], [2.47897, 5.89152, 3.17524], [2.93983, 3.45808, 3.07995], [4.69729, 0.37348, 3.30745], [5.48928, -1.99632, 3.26324], [3.87372, -3.78153, 2.57358], [1.59672, -3.08803, 1.84292], [-1.67020, -5.40782, 0.80034], [-0.45565, -4.33849, 0.59189], [0.82866, -5.06691, 0.80761], [-0.79406, -3.09714, 1.33935], [-0.65092, -4.07486, -1.03344], [0.64743, -3.56878, -1.87952], [1.65586, -4.81802, -1.78529], [0.27859, -3.29522, -3.28656], [1.26036, -2.43642, -1.04618], [-2.48908, -4.89735, 0.73043], [1.61769, -5.07836, -0.82439], [-2.53199, -2.64608, -4.15623], [-2.23614, -1.23878, -4.34368], [-1.83686, -0.64626, -5.52167], [-1.46064, 0.60866, -5.25001], [-1.59260, 0.80346, -3.87243], [-2.11255, -0.35772, -3.30528], [-2.73528, -0.61667, -1.79419], [-0.97719, 1.88094, -3.19180], [-0.65543, 3.04774, -3.88953], [0.04936, 4.03411, -3.22461], [0.39596, 3.84292, -1.89668], [-0.01894, 2.67018, -1.28708], [-0.70304, 1.72137, -1.91379], [-2.73366, -3.09020, -5.13063], [-3.39454, -2.74393, -3.49940], [-1.67220, -3.13619, -3.69240], [-1.87528, -1.16507, -6.46362], [-1.05623, 1.35563, -5.90363], [-0.94577, 3.18451, -4.92133], [0.33777, 4.93615, -3.75084], [0.96258, 4.57815, -1.34102], [0.21148, 2.47072, -0.24531], [1.80037, 0.16901, -2.05827], [2.51166, -1.07571, -2.44130], [3.79530, -0.40891, -3.73843], [3.04423, 0.16749, -4.87696], [2.32832, -0.64336, -5.76465], [1.67319, -0.09251, -6.85393], [1.69438, 1.28047, -7.07082], [2.33101, 2.10287, -6.15114], [2.98862, 1.55041, -5.06130], [3.83604, -1.31942, -1.13473], [4.56726, -0.06290, -0.81127], [3.88981, 0.99838, -0.20548], [4.53156, 2.20332, 0.03626], [5.86531, 2.37087, -0.31239], [6.55290, 1.32099, -0.90817], [5.90593, 0.11877, -1.15849], [4.31109, -1.33541, -4.00686], [4.47474, 0.31480, -3.29800], [2.28260, -1.71160, -5.57906], [1.13920, -0.73648, -7.54336], [1.20559, 1.70718, -7.93978], [2.32663, 3.17869, -6.28710], [3.48272, 2.19097, -4.33860], [4.48093, -2.11247, -1.51597], [3.23984, -1.67605, -0.29957], [2.84976, 0.87340, 0.05823], [3.98476, 3.01130, 0.50987], [6.36900, 3.31169, -0.12229], [7.59573, 1.43846, -1.18152], [6.44644, -0.69560, -1.63014]], "homo_lumo_gap_ev": 5.8, "charge": -2, "de_lowest_kcal_mol": 31.58}